# 1
Here is C46H42AsF9IrNO2S2 as an isolated structure from OMol25. Energies are from ωB97M-V/def2-TZVPD.

Summary:
multiplicity = 2
charge = +1
Kohn-Sham gap (spin up / spin down) = 8.094 / 5.806 eV
LUMO level (spin up / spin down) = -0.092 / -0.175 hartree
electronic energy = -6018.44454 a.u.
strongest force on any atom = 0.62 eV Å⁻¹

Structure (XYZ):
```
104
Properties=species:S:1:pos:R:3:lowdin_spin:R:1
Ir 0.080 -0.446 0.268 0.375
S 1.532 -1.291 1.685 0.399
C 3.142 -0.695 1.317 0.023
C 4.198 -1.175 2.094 0.043
C 5.492 -0.785 1.803 -0.007
C 5.747 0.069 0.734 0.047
C 4.699 0.550 -0.035 -0.002
C 3.393 0.189 0.272 0.036
As 1.878 0.715 -0.786 -0.003
C 2.438 0.058 -2.516 0.001
C 2.366 0.830 -3.669 0.000
C 2.937 0.363 -4.845 0.000
C 3.600 -0.854 -4.862 0.000
C 3.679 -1.619 -3.706 0.000
C 3.093 -1.169 -2.536 0.000
C 1.951 2.633 -0.993 0.000
C 1.002 3.290 -1.773 0.000
C 1.067 4.666 -1.931 0.000
C 2.078 5.391 -1.319 0.000
C 3.025 4.738 -0.545 0.000
C 2.962 3.363 -0.376 -0.001
H 4.001 -1.857 2.910 0.001
H 6.311 -1.161 2.401 -0.001
H 6.763 0.351 0.498 0.003
H 4.898 1.196 -0.882 -0.001
H 1.884 1.798 -3.663 0.000
H 2.876 0.961 -5.744 0.000
H 4.055 -1.209 -5.777 0.000
H 4.185 -2.575 -3.719 0.000
H 3.142 -1.781 -1.643 0.000
H 0.206 2.742 -2.261 0.000
H 0.325 5.170 -2.536 0.000
H 2.126 6.465 -1.444 0.000
H 3.814 5.300 -0.061 0.000
H 3.688 2.873 0.258 0.000
C -5.817 0.289 1.254 0.000
C -5.444 0.969 2.406 0.000
C -4.104 1.180 2.681 0.000
C -3.093 0.718 1.826 0.000
C -3.491 0.041 0.670 0.000
C -4.834 -0.169 0.389 0.000
C -1.712 1.045 2.238 0.002
C -0.455 0.838 1.795 0.006
C 0.591 1.511 2.623 0.010
C 0.934 0.983 3.870 0.009
C 1.888 1.599 4.664 0.004
C 2.507 2.764 4.231 -0.001
C 2.151 3.313 3.009 0.005
C 1.201 2.690 2.212 -0.002
H -6.863 0.123 1.030 0.000
H -6.197 1.339 3.089 0.000
H -3.825 1.720 3.578 0.000
H -2.763 -0.345 -0.023 0.000
H -5.104 -0.697 -0.516 0.000
H -1.735 1.673 3.129 0.000
H 0.445 0.079 4.212 0.003
H 2.142 1.174 5.626 0.000
H 3.247 3.250 4.853 0.000
H 2.601 4.240 2.677 0.000
H 0.890 3.151 1.283 0.000
C -4.207 -2.863 3.582 0.000
C -3.210 -3.097 2.458 0.000
S -1.753 -2.055 2.694 0.000
O -1.166 -1.949 1.279 -0.002
C -0.718 -3.201 3.638 0.000
C -0.146 -4.375 2.865 0.002
H -5.101 -3.458 3.401 0.000
H -4.499 -1.815 3.633 0.000
H -3.805 -3.161 4.552 0.000
H -3.599 -2.787 1.492 0.000
H -2.890 -4.135 2.388 0.000
H -1.378 -3.516 4.451 0.000
H 0.068 -2.586 4.082 0.000
H -0.917 -4.963 2.370 0.000
H 0.385 -5.030 3.555 0.000
H 0.551 -4.035 2.106 0.004
C -3.195 3.256 -4.073 0.000
C -2.477 2.429 -3.052 0.000
C -2.547 2.712 -1.693 0.000
C -1.874 1.925 -0.782 0.000
N -1.143 0.860 -1.138 0.002
C -1.034 0.605 -2.452 0.001
C -1.677 1.352 -3.418 0.000
H -4.015 3.814 -3.625 0.000
H -3.588 2.631 -4.873 0.000
H -2.508 3.974 -4.526 0.000
H -3.132 3.546 -1.329 0.000
H -1.906 2.158 0.269 0.000
H -0.400 -0.225 -2.718 0.000
H -1.555 1.070 -4.456 0.000
F -0.355 -5.389 -1.622 0.000
C -0.322 -4.218 -0.973 0.000
F -1.314 -4.254 -0.070 0.000
F 0.842 -4.153 -0.317 0.003
C -0.450 -2.981 -1.925 0.004
O 0.030 -1.838 -1.397 0.033
C -1.950 -2.892 -2.361 0.001
F -2.476 -4.091 -2.620 0.000
F -2.679 -2.328 -1.383 0.000
F -2.115 -2.141 -3.457 0.000
C 0.402 -3.284 -3.202 0.002
F 1.667 -3.549 -2.851 0.000
F -0.050 -4.319 -3.917 0.001
F 0.416 -2.217 -4.012 0.000
```

# 2
Here is an isolated ion of composition C28H27O9S2 and charge -1 in a non-equilibrium geometry from OMol25. Energies are from ωB97M-V/def2-TZVPD.

Summary:
charge = -1
Kohn-Sham gap = 6.682 eV
LUMO level = 0.098 hartree
SMILES = CCOC(=O)C(CC(S(=O)(=O)c1ccccc1)=[S@](=O)([O-])c1ccccc1)(C(=O)OCC)C(=O)c1ccccc1
electronic energy = -2556.65365 a.u.
strongest force on any atom = 5.19 eV Å⁻¹

Structure (XYZ):
```
66
Properties=species:S:1:pos:R:3:nbo_charge:R:1
C -4.600 0.059 7.389 -0.628
C -4.269 1.161 6.430 -0.069
O -2.841 1.460 6.569 -0.502
C -2.321 2.141 5.552 0.818
O -3.018 2.646 4.674 -0.605
C -0.805 2.229 5.566 -0.321
C -0.105 2.221 4.299 -0.499
C 0.373 1.313 3.185 -0.926
S -0.461 1.452 1.627 2.174
O -1.082 2.747 1.365 -0.963
O 0.408 0.865 0.650 -0.979
C -1.764 0.237 1.899 -0.207
C -1.499 -1.111 1.654 -0.210
C -2.438 -2.065 2.049 -0.225
C -3.635 -1.664 2.652 -0.229
C -3.905 -0.304 2.845 -0.220
C -2.975 0.651 2.440 -0.244
S 2.146 1.088 3.095 2.167
O 2.680 1.130 4.447 -0.973
O 2.753 1.909 2.075 -0.958
C 2.205 -0.610 2.524 -0.200
C 2.675 -0.931 1.253 -0.208
C 2.634 -2.263 0.834 -0.230
C 2.119 -3.250 1.682 -0.229
C 1.677 -2.912 2.967 -0.223
C 1.740 -1.588 3.401 -0.215
C -0.581 3.814 5.759 0.856
O 0.339 4.285 6.429 -0.623
O -1.409 4.587 5.053 -0.505
C -1.019 5.962 4.923 -0.067
C -2.106 6.606 4.118 -0.624
C -0.223 1.392 6.782 0.606
O -0.523 0.218 6.900 -0.518
C 0.675 2.047 7.811 -0.062
C 0.346 3.217 8.521 -0.145
C 1.256 3.733 9.449 -0.234
C 2.474 3.082 9.695 -0.209
C 2.740 1.871 9.050 -0.236
C 1.812 1.326 8.167 -0.178
H -5.579 -0.357 7.152 0.208
H -3.877 -0.754 7.322 0.231
H -4.647 0.408 8.421 0.205
H -4.444 0.836 5.404 0.202
H -4.840 2.072 6.623 0.184
H -0.810 2.783 3.644 0.274
H 0.929 2.616 4.518 0.255
H -0.570 -1.401 1.164 0.241
H -2.227 -3.124 1.883 0.207
H -4.364 -2.410 2.976 0.201
H -4.836 0.036 3.300 0.201
H -3.183 1.714 2.542 0.256
H 3.074 -0.155 0.601 0.247
H 3.005 -2.521 -0.162 0.206
H 2.066 -4.288 1.344 0.202
H 1.290 -3.674 3.648 0.207
H 1.433 -1.300 4.406 0.242
H -0.910 6.435 5.901 0.184
H -0.062 6.020 4.397 0.194
H -1.819 7.594 3.771 0.206
H -2.351 6.010 3.240 0.234
H -3.014 6.734 4.709 0.202
H -0.624 3.698 8.406 0.208
H 1.034 4.665 9.971 0.203
H 3.214 3.519 10.379 0.205
H 3.664 1.329 9.228 0.208
H 1.975 0.361 7.695 0.229
```

# 3
Here is C40H29CsF5NO4P2S as an isolated structure in a non-equilibrium geometry from OMol25. Energies are from ωB97M-V/def2-TZVPD.

Summary:
charge = -2
Kohn-Sham gap = 5.919 eV
LUMO level = 0.136 hartree
electronic energy = -3497.91898 a.u.
strongest force on any atom = 1.23 eV Å⁻¹

Structure (XYZ):
```
83
Properties=species:S:1:pos:R:3:mulliken_charge:R:1
Cs -0.945 2.462 0.493 1.693
O -5.694 1.625 0.337 -0.801
C -4.469 1.732 0.528 -0.031
O -3.554 1.948 -0.301 -0.685
C -3.986 1.559 1.976 0.264
C -4.784 1.900 3.062 -0.688
C -4.273 1.715 4.332 -0.437
C -3.003 1.185 4.490 -0.718
C -2.276 0.884 3.347 0.519
N -2.756 1.068 2.116 0.862
C -0.830 0.386 3.382 -0.110
O -0.616 -0.689 3.974 -0.802
O -0.016 1.130 2.788 -0.751
H -5.777 2.289 2.882 0.503
H -4.866 1.981 5.202 0.390
H -2.568 1.008 5.465 0.505
C -0.292 -0.334 -1.877 0.034
C -1.468 -1.121 -1.284 -1.310
P -1.309 -1.268 0.560 1.017
C -2.908 -2.085 0.948 1.015
C -2.999 -3.208 1.768 -0.786
C -4.240 -3.724 2.121 -0.631
C -5.405 -3.119 1.675 -0.538
C -5.325 -1.988 0.873 -0.561
C -4.087 -1.480 0.515 -0.834
C -0.161 -2.701 0.760 -0.247
C 0.770 -2.610 1.793 -0.032
C 1.724 -3.608 1.963 -0.749
C 1.757 -4.700 1.110 -0.453
C 0.818 -4.807 0.090 -0.782
C -0.136 -3.816 -0.077 0.158
C 1.017 -1.114 -1.873 0.357
P 2.510 -0.138 -2.318 -0.153
C 3.060 0.510 -0.690 -0.327
C 4.355 1.034 -0.661 -0.546
C 4.911 1.487 0.522 -0.639
C 4.172 1.439 1.699 -0.595
C 2.876 0.951 1.683 -0.789
C 2.322 0.495 0.493 0.794
C 3.666 -1.568 -2.429 0.219
C 3.892 -2.422 -1.347 0.053
C 4.718 -3.524 -1.478 -0.684
C 5.341 -3.788 -2.693 -0.441
C 5.128 -2.948 -3.773 -0.453
C 4.293 -1.844 -3.639 -0.622
H -0.180 0.579 -1.289 -0.802
H -0.517 -0.027 -2.901 0.604
H -1.598 -2.084 -1.785 0.618
H -2.385 -0.541 -1.430 0.606
H -2.102 -3.677 2.150 0.375
H -4.291 -4.595 2.764 0.381
H -6.370 -3.516 1.967 0.344
H -6.213 -1.465 0.542 0.434
H -4.053 -0.581 -0.086 -0.057
H 0.723 -1.766 2.476 0.050
H 2.444 -3.527 2.769 0.409
H 2.509 -5.471 1.238 0.381
H 0.833 -5.660 -0.579 0.376
H -0.863 -3.914 -0.875 0.337
H 0.964 -1.931 -2.600 0.663
H 1.197 -1.579 -0.905 -0.946
H 4.935 1.076 -1.578 0.361
H 5.917 1.889 0.527 0.370
H 4.601 1.803 2.625 0.380
H 2.250 0.942 2.567 0.442
H 1.300 0.130 0.525 0.696
H 3.416 -2.221 -0.392 0.244
H 4.875 -4.180 -0.630 0.408
H 5.991 -4.649 -2.794 0.356
H 5.614 -3.148 -4.721 0.375
H 4.125 -1.184 -4.482 0.339
F -0.095 7.069 -5.377 -0.338
C -0.118 6.837 -4.049 0.514
C 0.321 5.634 -3.526 -0.034
F 0.793 4.683 -4.352 -0.311
C 0.284 5.413 -2.161 0.286
F 0.767 4.218 -1.761 -0.176
C -0.173 6.345 -1.227 -0.224
S -0.202 6.055 0.494 -0.505
C -0.610 7.544 -1.808 0.448
F -1.077 8.539 -1.032 -0.340
C -0.585 7.797 -3.166 0.075
F -1.020 8.979 -3.647 -0.326
```

charge of number 3 (C40H29CsF5NO4P2S)?
-2

The highest strongest force on any atom belongs to which entry?
C28H27O9S2